(1)
Here is an isolated molecule of C5H6O2 from the OMol25 dataset. Energies are from wB97M-V/def2-TZVPD.

XYZ file:
```
13
Properties=species:S:1:pos:R:3:forces:R:3
O -2.0953 1.3565 -0.4394 -0.2899 -0.6703 0.1905
C -1.9642 0.1643 -0.3444 -0.6112 0.1370 0.1200
C -1.7959 -0.6108 0.9993 -0.1411 0.2338 -0.2298
C -0.3539 -0.4954 0.8970 0.7034 0.1062 -0.2571
C 0.6785 -0.1745 0.3566 -0.1347 -0.4075 0.7424
C 2.0891 0.0964 0.1079 0.2491 -0.1861 0.3461
O 2.4391 0.5405 -1.1799 -0.1970 0.2182 -0.1476
H -1.7991 -0.4906 -1.2227 -0.1169 0.1223 0.0231
H -2.2195 -0.1046 1.8729 0.0672 0.0835 -0.3319
H -2.1148 -1.6629 0.9859 -0.0644 0.3833 -0.2459
H 2.4005 0.7965 0.8944 0.2187 -0.0496 -0.1601
H 2.6027 -0.8531 0.2630 0.2701 0.1357 -0.0297
H 1.9952 1.3815 -1.3446 0.0468 -0.1065 -0.0199
```
Positions in Å, forces in eV/Å.

Output
**HOMO energy**: -0.3562 Ha

=====

(2)
Here is a structure of composition C2H2ClF2I in a non-equilibrium geometry from the OMol25 dataset. Energies are from wB97M-V/def2-TZVPD.

XYZ file:
```
8
Properties=species:S:1:pos:R:3:forces:R:3
C -1.7046 0.1883 -0.1171 2.3690 -3.4478 -0.4014
C 2.1809 0.3150 0.4155 0.8471 1.4593 0.2040
F -1.4869 0.3129 -1.4378 -0.3820 0.4394 0.4652
F 2.2996 0.6165 -0.8394 -0.2009 0.0842 -0.4323
Cl -0.0974 -0.3684 0.6972 -2.3014 0.1272 -0.4967
I 3.2478 -1.4543 0.7007 0.5077 -1.1233 0.1813
H -2.0384 0.9588 0.4353 -0.4302 3.7770 1.0137
H -2.4010 -0.5688 0.1457 -0.4094 -1.3160 -0.5338
```
Positions in Å, forces in eV/Å.

Output
**HOMO energy**: -0.3226 Ha

=====

(3)
Here is an isolated molecule of C3H8N2O in a non-equilibrium geometry from the OMol25 dataset. Energies are from wB97M-V/def2-TZVPD.

XYZ file:
```
14
Properties=species:S:1:pos:R:3:forces:R:3
C 2.3304 -0.5068 0.2776 0.5871 0.9558 0.7130
C 1.2512 0.5672 -0.1645 0.7987 -0.7266 1.8577
N 0.0190 -0.1230 -0.3722 -0.2745 -0.1675 0.1035
C -1.1198 0.2977 -0.0811 -1.7912 1.0549 0.0774
N -2.2254 -0.5320 -0.4023 -1.1221 0.8417 1.0244
O -3.4189 -0.0440 0.4156 0.2854 0.5916 -3.4930
H 2.0553 -1.0178 1.2368 0.2742 0.5410 -0.8143
H 3.3446 -0.0062 0.3762 -1.1871 -0.4202 0.2318
H 2.5081 -1.2753 -0.4855 -0.5502 0.2133 0.0465
H 1.6441 0.8957 -1.1012 -0.0548 0.8339 -0.7018
H 1.1348 1.4131 0.6042 0.4444 -0.9879 -1.1219
H -1.5823 1.3323 0.3085 1.6828 -1.9284 -0.5696
H -2.0215 -1.5579 -0.3128 -0.7539 1.4060 0.3751
H -3.9198 0.5570 -0.2994 1.6612 -2.2074 2.2712
```
Positions in Å, forces in eV/Å.

Output
**HOMO energy**: -0.3368 Ha

=====

(4)
Here is a cluster of 9 separate species, C10H38O14 in total in a non-equilibrium geometry from the OMol25 dataset. Energies are from wB97M-V/def2-TZVPD.

XYZ file:
```
62
Properties=species:S:1:pos:R:3:forces:R:3
O -26.1363 29.7421 34.8844 0.4567 0.2485 0.1651
C -24.9289 29.8865 34.1323 -0.2306 -0.2101 -0.5342
C -23.9791 28.7593 34.4728 0.0035 0.1390 0.7752
O -22.8442 28.8349 33.6288 -0.2174 -0.3514 -0.1673
H -26.5920 30.5854 34.8135 -0.1479 -0.1052 0.1073
H -25.2011 29.8357 33.0723 0.3310 0.0067 -0.0882
H -24.4205 30.8380 34.3137 -0.1259 0.0580 0.1012
H -24.5177 27.8031 34.4146 0.1089 0.0454 -0.1786
H -23.6399 28.8917 35.5127 -0.3015 -0.1165 -0.0229
H -22.2794 28.0734 33.8457 0.1986 0.3964 -0.1727
O -18.1834 24.3477 31.8139 0.3468 0.2430 0.0535
C -18.3441 24.5401 33.2133 -0.5596 -0.3052 0.9086
C -17.0165 24.5014 33.9429 1.1178 0.0660 -2.2952
O -16.3212 23.2520 33.8749 -0.7367 -0.2942 0.9224
H -19.0397 24.4740 31.3954 0.0086 -0.2262 -0.0331
H -18.8401 25.4914 33.4189 0.1484 0.1495 0.0810
H -19.0038 23.7845 33.6518 -0.0189 -0.1867 -0.1804
H -17.1263 24.8757 34.9541 0.1172 -0.3775 0.2074
H -16.3225 25.1294 33.3657 -0.3661 0.8953 0.4432
H -16.1115 23.0809 32.9530 -0.1127 0.0509 -0.0662
O -25.3493 24.6506 33.9636 -0.0327 0.1005 -0.2052
C -24.1232 23.9821 33.8822 1.7313 -0.8188 -0.2324
C -23.1572 24.6530 32.9023 -1.4099 0.9710 -0.9020
O -22.0708 23.7892 32.6129 0.2027 0.2109 0.4356
H -25.9906 24.0406 34.3374 -0.0408 0.1138 0.0473
H -23.6179 23.8864 34.8524 -0.2233 0.2090 0.1156
H -24.1679 22.9565 33.4920 -0.5640 0.0149 0.0539
H -22.8848 25.6795 33.1852 0.4993 -0.3039 0.5260
H -23.7027 24.8551 31.9687 -0.2147 -0.3064 0.1027
H -21.7101 24.0951 31.7770 0.0190 -0.1336 -0.0283
O -19.1544 27.7297 31.7637 -0.3902 0.0592 -0.1103
C -18.1897 28.7646 31.9364 1.3809 -0.7846 0.1027
C -16.8489 28.3225 31.3100 -0.3286 0.4286 0.0564
O -17.0242 28.1079 29.9123 0.0961 0.1525 0.3552
H -18.6750 26.8977 31.6446 0.0980 0.1130 -0.1703
H -18.4298 29.7014 31.4302 -0.7698 -0.1821 0.0385
H -18.1000 28.9440 33.0130 0.2261 0.2512 -0.1020
H -16.4698 27.3947 31.7409 -0.1630 -0.1052 -0.0330
H -16.0867 29.0907 31.4808 -0.0443 0.0154 0.1341
H -17.2600 28.9712 29.5516 0.0090 -0.1945 -0.2534
O -20.3738 29.1769 38.2586 -0.0175 0.0392 0.5710
C -20.0470 30.5495 38.4983 0.0400 -0.8272 -0.0526
C -19.7654 30.7246 39.9750 -0.1038 -1.2877 -0.0543
O -20.9333 30.6142 40.7906 0.4229 0.6292 -0.2790
H -20.4545 28.9969 37.3199 -0.1634 0.0911 -0.0617
H -19.0797 30.7165 38.0113 -0.1575 0.6532 -0.2009
H -20.8546 31.1761 38.1181 0.2020 0.3484 0.0504
H -19.1749 31.6280 40.1449 -0.2604 0.1967 0.0639
H -19.1502 29.8460 40.2175 0.3360 0.2694 -0.0204
H -20.5904 30.6334 41.6902 -0.3593 -0.0479 0.0665
O -20.6506 27.0758 34.1822 0.2850 0.1150 -0.0858
H -20.1478 27.3460 34.9677 -0.0996 -0.2673 0.0161
H -20.0804 27.3042 33.4264 -0.2503 0.1231 0.0120
O -22.4756 26.0321 36.2260 -0.0635 -0.0653 0.1770
H -21.9582 25.2371 36.0590 0.0138 0.1067 -0.0532
H -22.6275 26.4061 35.3525 0.0698 -0.0774 -0.0047
O -18.7833 27.3240 36.5436 0.2423 0.1250 -0.2846
H -18.2268 26.6186 36.8913 -0.1593 -0.0067 0.0173
H -18.3221 28.1377 36.7794 -0.0872 -0.1027 0.1305
O -21.6759 27.1326 29.9498 0.0239 -0.2248 -0.0239
H -21.3988 27.9421 29.5096 -0.0147 -0.0302 0.0582
H -21.0078 26.9933 30.6301 -0.0001 0.3040 0.0007
```
Positions in Å, forces in eV/Å.

Output
**HOMO energy**: -0.3563 Ha

=====

(5)
Here is a structure of composition C34H38BrN8S2Ta in a non-equilibrium geometry from the OMol25 dataset. Energies are from wB97M-V/def2-TZVPD.

XYZ file:
```
84
Properties=species:S:1:pos:R:3:forces:R:3
Ta -0.1085 -0.2232 0.0027 0.7829 0.5471 0.3569
S 1.5536 -0.0559 1.7834 -0.3404 -0.0127 -0.7194
C 0.3978 0.9804 2.5891 -0.1453 -0.1863 -0.1957
S -0.9271 1.4687 1.5672 0.1239 -0.1852 -0.7939
C 0.5132 1.3125 3.8870 -0.0284 0.0686 0.4422
C -0.5000 2.1032 4.5311 -0.0475 0.0703 0.0674
N -1.3474 2.7085 5.0214 0.2355 -0.1625 -0.1713
C 1.6244 0.8164 4.6531 0.0422 -0.0390 0.0745
N 2.5158 0.3615 5.2220 -0.2146 0.1133 -0.1763
C -3.1556 2.7911 -3.7724 -0.0720 -0.0042 0.0211
C -2.9322 2.9405 -2.2574 0.1761 -0.1838 -0.1811
C -3.3795 1.6920 -1.4944 -0.1032 0.2175 0.0624
C -1.5467 3.5021 -1.9098 -0.2402 -0.0920 0.0575
C -1.4600 4.8882 -1.9982 -0.0577 0.1124 -0.0279
C -0.3256 5.5824 -1.6314 0.0395 0.0042 0.0105
C 0.7510 4.8861 -1.1151 -0.0951 0.1196 -0.0275
C 0.7319 3.5022 -1.0254 0.0418 -0.2240 0.0003
C 1.9731 2.8294 -0.4877 0.0912 0.1454 0.0016
C 2.3251 3.3524 0.9078 0.0038 -0.1284 -0.0089
C 3.1550 3.0152 -1.4427 -0.0691 -0.1389 -0.0820
C -0.4081 2.8071 -1.4643 0.0545 0.0628 -0.0068
N -0.3995 1.3516 -1.5272 0.0572 -0.9596 0.8909
C -0.7584 0.8068 -2.6824 0.1612 0.4714 0.1273
C -0.9447 -0.5553 -2.7926 -0.2938 -0.1694 0.0447
C -1.4142 -1.3296 -3.8435 -0.0603 -0.3446 -0.1210
C -1.3733 -2.6539 -3.4057 -0.0986 0.1019 -0.1198
C -0.8617 -2.6657 -2.1057 0.2076 -0.0682 -0.0910
N -0.6194 -1.3832 -1.7066 -0.0704 0.4261 0.6307
C -0.4745 -3.8683 -1.2872 -0.0531 -0.1458 0.2151
C -1.5289 -4.1933 -0.2150 -0.0434 -0.0349 -0.1418
C -0.3521 -5.0992 -2.1939 0.1117 0.0775 -0.1470
C 0.8742 -3.5947 -0.6131 -0.0624 0.0138 -0.0730
H -4.2201 2.8576 -4.0028 0.0404 -0.0575 -0.0042
H -2.8082 1.8234 -4.1492 -0.0467 0.0992 0.0009
H -2.6468 3.5815 -4.3252 -0.0358 -0.0219 -0.0086
H -3.6104 3.7292 -1.9347 0.0118 0.0743 0.0416
H -3.0252 0.7614 -1.9467 -0.0666 0.1068 0.0351
H -4.4706 1.6463 -1.4939 0.0310 -0.0154 0.0045
H -3.0516 1.7439 -0.4516 -0.0670 0.0176 -0.0980
H -2.3271 5.4391 -2.3464 0.0291 -0.0410 0.0087
H -0.2887 6.6600 -1.7281 -0.0180 -0.0378 0.0474
H 1.6241 5.4344 -0.7816 -0.0168 -0.0728 -0.0527
H 1.7859 1.7561 -0.4103 -0.0655 -0.0176 0.0373
H 2.6576 4.3904 0.8581 0.0028 -0.0547 0.0360
H 3.1387 2.7675 1.3473 -0.0335 0.0493 -0.0309
H 1.4637 3.3147 1.5765 0.0208 0.0298 0.0219
H 3.3905 4.0746 -1.5625 -0.0169 -0.0631 -0.0156
H 2.9322 2.6051 -2.4328 0.0482 0.0405 0.0488
H 4.0458 2.5211 -1.0516 0.0392 0.0101 -0.0046
H -0.8970 1.4413 -3.5523 -0.0464 0.0523 0.1107
H -1.7453 -0.9653 -4.8070 0.0551 -0.0286 0.0826
H -1.6625 -3.5228 -3.9761 0.0682 0.0427 0.0441
H -2.5330 -4.2162 -0.6440 0.0451 -0.0209 0.0337
H -1.5023 -3.4733 0.5954 -0.0419 -0.0578 -0.0190
H -1.3183 -5.1780 0.2064 -0.0021 0.0368 -0.0015
H -1.3325 -5.4201 -2.5510 0.0472 0.0249 -0.0137
H 0.0779 -5.9249 -1.6271 -0.0253 0.0045 -0.0092
H 0.2886 -4.9060 -3.0573 -0.0139 -0.0408 0.0566
H 0.8140 -2.7490 0.1067 0.0341 -0.0992 -0.0547
H 1.6473 -3.3674 -1.3491 -0.0023 0.0376 0.0781
H 1.1890 -4.4701 -0.0422 -0.0226 0.1011 0.0780
N 5.7126 -0.0217 -0.8766 -0.1537 -0.0391 -0.0307
C 4.5224 -0.3018 -1.4444 0.1297 0.0135 -0.1274
C 3.3285 -0.3256 -0.6987 -0.1167 -0.1487 -0.0589
N 2.1545 -0.5349 -1.2840 -0.6799 0.2047 0.7857
C 2.1342 -0.7637 -2.6057 -0.0104 -0.0795 -0.0121
C 3.3196 -0.7667 -3.3184 0.2552 0.1039 0.1081
N 4.4950 -0.5242 -2.7580 -0.0102 -0.0702 -0.1783
H 5.8302 0.0622 0.1164 -0.0214 0.0111 0.0181
H 6.5332 -0.0299 -1.4584 0.0194 -0.0449 -0.0248
H 3.3595 -0.1698 0.3686 0.0593 0.1209 -0.0823
H 1.1919 -0.9477 -3.0910 0.1516 -0.0424 0.0036
H 3.3161 -0.9651 -4.3846 -0.0151 0.0226 0.0448
Br -3.1457 -0.9490 0.2805 0.0546 0.1971 -0.1066
C -2.4414 -1.6511 1.8690 0.0330 -0.0305 -0.0956
C -3.2411 -2.1789 2.8486 -0.1758 -0.0724 0.1620
C -2.6057 -2.7211 3.9585 -0.0390 -0.0051 0.0518
C -1.2220 -2.6921 4.0295 0.0457 -0.0187 0.0014
C -0.5080 -2.1275 2.9910 0.0313 -0.1230 -0.0804
N -1.1126 -1.6132 1.9056 0.4502 0.3908 -0.7159
H -4.3183 -2.1718 2.7525 0.0457 -0.0057 -0.0112
H -3.1899 -3.1663 4.7540 0.0098 0.0427 -0.0143
H -0.6904 -3.1050 4.8764 -0.0265 0.0173 -0.0349
H 0.5715 -2.0974 3.0028 -0.0224 -0.0149 0.0259
```
Positions in Å, forces in eV/Å.

Output
**Charge**: +2
**HOMO energy**: -0.5113 Ha

=====

(6)
Here is a cluster of 2 separate species, C3H4ClF in total in a non-equilibrium geometry from the OMol25 dataset. Energies are from wB97M-V/def2-TZVPD.

XYZ file:
```
9
Properties=species:S:1:pos:R:3:forces:R:3
C -0.6245 -0.9316 -1.2031 1.7999 0.8181 3.9281
C -0.0807 -0.7886 0.2034 -3.7012 -6.4149 1.2475
C 0.1668 0.2566 -0.5424 0.5640 4.1679 -5.7735
F 0.0323 -1.4681 1.2836 0.9357 -0.7802 1.9862
Cl 1.2729 2.6032 2.3718 0.0493 0.0652 0.0340
H -0.1276 -1.6739 -1.8074 -0.0200 0.1456 -0.5297
H -1.6916 -0.8027 -1.1596 -0.4780 0.0552 -0.6734
H 0.6083 1.6617 1.8222 -0.0602 -0.0691 -0.0439
H 0.4441 1.1434 -0.9685 0.9105 2.0123 -0.1753
```
Positions in Å, forces in eV/Å.

Output
**HOMO energy (spin up / spin down)**: -0.1969 / -0.4014 Ha
**Spin multiplicity**: 3
**⟨S²⟩**: 2.007

=====

- Which formula does entry 5 have?
  C34H38BrN8S2Ta